Formula: C4H8O2
Source: OMol25
Level of theory: ωB97M-V/def2-TZVPD

Last column: natural (NBO) charge in e.
Geometry (Å):
1 C 1.025 1.241 0.718  -0.632
2 C -0.306 0.629 0.402  -0.281
3 C -0.809 -0.430 1.035  0.117
4 O -2.044 -0.926 0.728  -0.685
5 C 0.242 -1.862 -1.451  0.511
6 O -0.595 -2.627 -1.364  -0.517
7 H 1.636 1.381 -0.184  0.218
8 H 1.597 0.614 1.413  0.208
9 H 0.897 2.228 1.181  0.214
10 H 0.695 0.533 -2.242  -0.006
11 H -0.924 1.088 -0.368  0.209
12 H -0.257 -0.947 1.821  0.164
13 H -2.161 -1.787 1.144  0.481
14 H 1.005 0.865 -2.833  -0.001

LUMO energy: 0.862 eV
energy above the lowest of the compared OMol25 structures with the same formula, charge and spin: 60.6 kcal per mole
total charge: 0
gap between HOMO and LUMO: 9.57 eV



Formula: C4H8O2
Source: OMol25
Level of theory: ωB97M-V/def2-TZVPD

Last column: natural (NBO) charge in e.
Geometry (Å):
1 C 1.101 0.820 -0.028  -0.660
2 C 0.376 -0.495 0.033  0.218
3 O 1.010 -1.704 -0.313  -0.700
4 C -0.667 -0.646 1.082  -0.458
5 C -1.090 -0.178 -0.298  0.047
6 O -1.516 1.184 -0.410  -0.716
7 H 1.803 1.015 0.783  0.212
8 H 0.280 1.557 -0.013  0.257
9 H 1.584 0.918 -1.008  0.200
10 H 1.776 -1.546 -0.880  0.475
11 H -0.948 -1.667 1.344  0.235
12 H -0.639 0.035 1.929  0.225
13 H -1.685 -0.837 -0.917  0.190
14 H -1.383 1.544 -1.305  0.475

LUMO energy: 0.772 eV
energy above the lowest of the compared OMol25 structures with the same formula, charge and spin: 53.9 kcal per mole
SMILES: C[C@@]1(O)C[C@H]1O
total charge: 0
gap between HOMO and LUMO: 9.83 eV



Formula: C4H8O2
Source: OMol25
Level of theory: ωB97M-V/def2-TZVPD

Last column: natural (NBO) charge in e.
Geometry (Å):
1 C -0.198 0.266 -1.820  -0.263
2 O 0.887 0.007 -0.948  -0.528
3 C 0.576 -0.302 0.398  -0.007
4 C 0.395 0.876 1.356  -0.637
5 C -0.609 -1.248 0.513  0.411
6 O -1.355 -1.264 1.463  -0.511
7 H 0.206 0.788 -2.690  0.201
8 H -0.668 -0.659 -2.186  0.168
9 H -0.974 0.897 -1.361  0.173
10 H 1.449 -0.875 0.746  0.211
11 H 1.262 1.540 1.331  0.220
12 H -0.512 1.455 1.154  0.213
13 H 0.296 0.473 2.370  0.233
14 H -0.755 -1.954 -0.328  0.117

LUMO energy: 0.858 eV
energy above the lowest of the compared OMol25 structures with the same formula, charge and spin: 39.7 kcal per mole
SMILES: CO[C@@H](C)C=O
total charge: 0
gap between HOMO and LUMO: 10.57 eV